The following is a DFT calculation (ωB97M-V/def2-TZVPD) of an isolated molecule of C11H12FNS.

Structure (XYZ):
```
26
Properties=species:S:1:pos:R:3:lowdin_charge:R:1
C -0.08 3.41 -0.99 0.101
C -1.94 0.47 0.15 -0.159
C -3.12 -1.64 0.19 -0.037
H -3.88 0.23 1.11 0.099
H -0.32 -2.10 -1.68 0.128
S 2.53 -1.62 -0.59 0.719
C -3.07 -0.25 0.55 -0.022
H -3.81 -2.24 0.66 0.072
F -2.10 -3.56 -0.75 0.081
N -1.67 1.86 0.11 0.152
H 0.47 0.94 -1.97 0.126
H -2.40 2.57 0.24 0.168
H 1.68 0.27 0.78 0.083
C 1.70 0.23 -0.39 -0.281
C -2.10 -2.24 -0.52 -0.281
H 2.47 0.92 -0.83 0.046
C -0.91 -1.53 -0.88 -0.018
C -0.86 -0.15 -0.59 -0.174
H 0.93 -2.54 0.93 0.016
C -0.53 2.16 -0.61 -0.273
H 2.18 -3.45 0.77 0.023
H 0.91 3.44 -1.46 0.072
H -0.70 4.22 -0.77 0.031
C 0.19 0.84 -0.92 -0.221
H 2.51 -1.94 1.67 0.000
C 1.99 -2.41 0.92 -0.451
```

## Properties
Kohn-Sham gap (spin up / spin down), eV: 5.143 / 5.950
2S+1: 3
HOMO level (spin up / spin down), eV: -4.481 / -8.442
⟨S²⟩: 2.03